90
Properties=species:S:1:pos:R:3:forces:R:3:lowdin_charge:R:1 method="wB97M-V/def2-TZVPD" orbital_gap_ev=7.82 e_homo_ev=-8.86 energy_ha=-2899.4895
I 3.239689 -0.844164 5.202433 -0.133 -0.015 -0.097 0.447
S -0.345295 2.872773 3.747688 -0.083 0.338 0.477 0.841
P 4.211131 -0.090598 3.065803 0.967 -0.089 -0.090 0.552
O -0.667812 4.399768 1.146474 -0.195 0.526 0.279 0.111
O 4.060639 -1.447415 2.136161 -0.255 0.673 0.026 -0.414
O -1.491101 -2.860340 2.885193 -0.134 0.252 0.098 -0.054
O 2.869412 2.864744 -1.660723 0.414 -0.048 -0.315 0.142
O -0.051725 0.078258 -1.836745 0.169 -0.327 0.437 0.121
O 2.087402 -4.221895 -2.456270 -0.240 0.086 0.051 -0.053
O -5.653167 -0.868621 -0.435498 0.075 -0.354 -0.479 0.120
N 6.407023 1.350200 -0.499017 -0.092 -0.134 -0.065 0.138
N -0.044835 -0.031500 -4.153154 -0.307 -0.619 0.824 -0.141
N -4.621311 0.526907 1.043373 -0.199 0.225 0.446 -0.135
C -5.778671 -0.105748 0.475992 0.087 -0.038 0.150 -0.496
C -2.201636 -3.427814 0.645387 -0.150 0.063 0.010 -0.049
C 5.506410 2.875962 1.160312 -0.130 0.156 -0.274 -0.030
C 0.940413 2.652516 1.249818 0.014 -0.125 0.383 -0.067
C -0.141053 3.473993 0.595182 0.324 -0.411 -0.199 -0.297
C 0.063242 0.645242 -2.888071 0.018 0.244 -0.474 -0.443
C -1.890675 3.092202 -1.322219 0.008 -0.006 0.260 -0.114
C -2.964628 3.578156 -0.351715 -0.037 -0.333 -0.232 -0.176
C -7.150262 0.234461 1.005643 0.172 0.122 0.095 0.003
C 3.341018 -3.285193 -0.611743 -0.144 0.164 0.012 -0.058
C 4.137124 0.903798 0.028071 0.125 0.422 0.521 -0.102
C -1.509399 -0.205666 -4.394366 0.182 0.832 -0.162 -0.055
C 0.532667 2.627539 -1.545784 -0.125 0.180 -0.222 -0.103
C -3.196746 2.538507 0.757802 -0.411 0.085 0.065 -0.167
C 5.413957 1.718014 0.194847 0.410 0.025 -0.046 -0.402
C 1.982395 2.182389 0.444452 0.355 -0.139 0.256 -0.023
C 1.925842 1.523192 3.107235 -0.160 0.149 -0.211 -0.160
C 2.951421 1.024109 2.307458 -0.394 -0.332 0.006 -0.362
C 2.976337 -5.761103 -0.820015 -0.127 -0.105 0.005 -0.057
C 3.023985 1.370802 0.937413 -0.666 0.061 0.114 -0.156
C -4.437849 0.219804 2.473349 0.101 0.072 -0.419 -0.040
C 0.909351 2.332093 2.611253 0.110 -0.180 -0.541 -0.499
C -4.622700 1.968201 0.764382 0.060 -0.078 0.180 -0.193
C 0.017042 -2.332461 1.070109 0.104 0.215 -0.003 -0.053
C 1.906051 2.584556 -0.992387 -0.272 0.008 0.507 -0.277
C 0.552985 -1.373666 -3.978638 0.030 -0.197 -0.179 -0.085
C 2.388695 -4.380747 -1.069066 0.558 -0.082 -0.145 -0.493
C -0.480047 3.056566 -0.790730 -0.029 -0.136 -0.295 -0.065
C -1.430855 -2.450358 1.519264 0.241 -0.450 -0.158 -0.492
C 0.382981 2.127959 -2.943627 -0.026 -0.057 0.094 -0.017
H -3.236880 -3.503057 0.978349 -0.015 0.053 -0.025 0.079
H 6.150802 3.623203 0.707275 0.126 0.137 0.038 0.080
H -1.762872 -4.427611 0.713295 0.088 0.021 -0.031 0.081
H -1.076100 -3.726732 2.951187 0.002 -0.010 0.004 0.085
H 3.188579 -5.916901 0.238776 0.026 0.002 -0.006 0.082
H 7.205643 1.954056 -0.312333 0.083 -0.008 -0.071 0.053
H 4.279404 -3.339248 -1.169992 0.034 -0.054 0.050 0.090
H -4.105027 1.117628 2.987444 0.098 0.039 0.129 0.082
H -5.110838 2.107069 -0.198174 0.107 0.062 -0.203 0.119
H -2.729756 4.556859 0.043800 0.078 0.111 0.085 0.105
H -7.448563 1.198161 0.595145 -0.067 0.068 -0.093 0.088
H -7.167867 0.334784 2.085067 -0.049 -0.013 0.142 0.069
H 3.357972 -1.288479 1.491791 -0.208 -0.488 0.010 0.016
H 0.080638 -1.987527 0.035820 0.012 -0.006 -0.006 0.074
H -2.995505 2.973156 1.733533 0.162 0.066 0.099 0.093
H 0.558537 -1.628958 1.706405 -0.030 0.056 0.025 0.074
H -0.382422 2.670378 -3.492513 -0.092 -0.057 -0.220 0.128
H 0.799746 -1.795903 -4.947928 -0.096 0.071 -0.214 0.088
H 1.319933 2.228912 -3.485695 0.079 0.083 -0.153 0.134
H 5.963648 2.562008 2.095744 -0.046 -0.120 0.141 0.079
H -1.700732 -1.147202 -4.891756 0.080 -0.033 -0.268 0.084
H 1.441955 -4.287772 -0.541201 -0.115 0.023 -0.129 0.112
H -1.920097 3.629268 -2.268554 0.015 0.265 -0.026 0.122
H 0.524616 -3.298456 1.149889 -0.088 -0.027 -0.003 0.071
H 2.912698 -4.303499 -2.946626 0.002 -0.015 0.004 0.088
H -3.879164 3.679865 -0.932265 -0.150 0.071 -0.052 0.105
H 1.469538 -1.324785 -3.405280 0.192 0.131 0.083 0.077
H 4.556269 3.355149 1.377254 -0.123 -0.048 0.039 0.075
H -3.686118 -0.555669 2.587954 0.039 -0.113 0.153 0.071
H -7.838514 -0.532585 0.677511 -0.190 -0.025 -0.011 0.085
H 2.285681 -6.535283 -1.155073 -0.029 0.018 0.028 0.080
H 2.907789 -2.298822 -0.802493 -0.055 -0.031 0.005 0.072
H 3.906303 -5.887767 -1.380949 0.047 0.062 0.054 0.082
H -2.138180 2.056384 -1.568371 -0.023 -0.120 -0.134 0.126
H 3.569516 -3.370751 0.451609 0.036 -0.053 -0.012 0.072
H 3.862222 0.965981 -1.013637 -0.124 0.052 -0.175 0.111
H -1.906202 -1.469352 1.476002 -0.025 0.021 0.072 0.120
H 1.866328 1.252947 4.149372 0.030 -0.045 0.048 -0.005
H -1.337765 2.012239 3.472632 0.222 -0.169 -0.251 -0.135
H -2.085494 -0.199349 -3.467609 0.032 -0.209 0.161 0.087
H -5.210585 2.525953 1.505103 -0.226 -0.012 -0.013 0.125
H 4.421950 -0.124241 0.204899 0.010 -0.235 0.124 0.093
H -2.193782 -3.116700 -0.400280 0.001 -0.003 0.011 0.081
H -1.859032 0.629793 -4.995716 -0.167 -0.073 -0.220 0.081
H -5.358479 -0.110468 2.953150 -0.067 -0.062 0.091 0.077
H -0.108240 -2.068673 -3.463651 -0.069 -0.030 0.146 0.083
H -2.538998 1.676572 0.645764 0.238 0.008 -0.114 0.117